Here is a molecular structure, C62H60As2CaN4O5S in a non-equilibrium geometry from the OMol25 dataset. Energies are from ωB97M-V/def2-TZVPD.

The HOMO-LUMO gap is 0.208 Ha. The value obtained for the lowest unoccupied orbital energy is -0.58 eV. As for the highest occupied orbital energy: -6.24 eV. The charge is 0. As for the largest force on an atom: 1.81 eV/Å. The calculation puts the total energy at -8541.22513 Ha. Its relative energy (zero: lowest compared OMol25 entry of this formula, charge and spin) is 0.0 kcal per mole.

Last column: Löwdin charge in e.
Geometry (Å):
Ca 0.067 0.300 0.046  1.227
C 5.701 4.931 -6.747  -0.086
O 5.597 5.344 -5.392  -0.084
C 4.811 4.586 -4.577  -0.288
C 4.069 3.494 -5.010  -0.012
C 3.293 2.786 -4.090  -0.025
C 3.236 3.143 -2.752  -0.215
C 3.993 4.247 -2.344  -0.029
C 4.768 4.962 -3.237  0.004
C 2.417 2.357 -1.772  -0.063
C 1.355 3.036 -1.125  -0.232
C 1.029 4.443 -1.302  -0.007
C 0.089 4.752 -0.379  -0.004
C -0.196 3.537 0.364  -0.251
N 0.546 2.515 -0.152  -0.011
C -1.069 3.456 1.475  -0.081
C -1.389 2.301 2.224  -0.250
C -2.158 2.283 3.456  0.001
C -2.175 0.998 3.894  0.002
C -1.402 0.215 2.948  -0.247
C -1.071 -1.154 3.101  -0.060
C -1.721 -1.887 4.237  -0.234
C -2.950 -2.524 4.059  -0.018
C -3.568 -3.199 5.096  0.001
C -2.964 -3.245 6.348  -0.291
O -3.640 -3.933 7.308  -0.086
C -3.121 -3.887 8.627  -0.086
C -1.736 -2.625 6.550  -0.012
C -1.128 -1.951 5.489  -0.021
C -0.114 -1.886 2.360  -0.261
N 0.658 -1.389 1.360  -0.025
C 1.592 -2.323 1.031  -0.246
C 2.671 -2.144 0.126  -0.067
C 3.653 -3.275 0.016  -0.227
C 4.569 -3.550 1.022  -0.019
C 5.481 -4.601 0.908  -0.010
C 5.470 -5.392 -0.237  -0.289
O 6.307 -6.444 -0.448  -0.085
C 7.291 -6.693 0.544  -0.086
C 4.557 -5.132 -1.252  0.006
C 3.664 -4.085 -1.119  -0.025
C 2.958 -0.995 -0.649  -0.259
C 4.148 -0.812 -1.465  -0.004
C 4.071 0.427 -2.009  -0.001
C 2.836 1.025 -1.528  -0.257
N 2.187 0.126 -0.743  -0.034
C 1.363 -3.514 1.835  -0.014
C 0.311 -3.248 2.647  -0.009
N -0.993 1.028 1.930  -0.027
C -1.647 4.753 1.958  -0.227
C -0.853 5.677 2.621  -0.019
C -1.369 6.883 3.096  -0.008
C -2.717 7.167 2.903  -0.290
O -3.327 8.309 3.320  -0.085
C -2.543 9.225 4.068  -0.085
C -3.531 6.255 2.237  0.004
C -2.994 5.067 1.775  -0.023
H 6.083 3.911 -6.822  0.093
H 6.399 5.610 -7.225  0.090
H 4.735 4.991 -7.254  0.093
H 4.076 3.187 -6.046  0.099
H 2.715 1.935 -4.437  0.110
H 3.974 4.539 -1.300  0.125
H 5.358 5.813 -2.916  0.120
H 1.471 5.104 -2.033  0.107
H -0.371 5.715 -0.205  0.109
H -2.598 3.147 3.935  0.109
H -2.631 0.616 4.797  0.110
H -3.423 -2.492 3.083  0.117
H -4.522 -3.698 4.958  0.119
H -2.170 -4.417 8.697  0.092
H -3.849 -4.382 9.259  0.089
H -2.985 -2.858 8.967  0.094
H -1.240 -2.665 7.509  0.100
H -0.167 -1.470 5.642  0.127
H 4.576 -2.932 1.915  0.126
H 6.180 -4.787 1.709  0.099
H 6.832 -6.964 1.497  0.093
H 7.933 -5.822 0.690  0.093
H 7.890 -7.524 0.185  0.090
H 4.563 -5.761 -2.134  0.120
H 2.956 -3.886 -1.919  0.100
H 4.948 -1.529 -1.577  0.110
H 4.798 0.910 -2.645  0.108
H 1.940 -4.426 1.782  0.111
H -0.132 -3.898 3.389  0.110
H 0.199 5.453 2.770  0.128
H -0.716 7.578 3.605  0.101
H -2.131 8.753 4.961  0.093
H -3.210 10.030 4.359  0.090
H -1.728 9.634 3.468  0.093
H -4.577 6.498 2.090  0.119
H -3.638 4.364 1.256  0.102
C 1.259 -2.454 -3.889  -0.300
As 0.050 -1.570 -2.646  1.166
C 0.026 0.152 -3.589  -0.274
C -1.652 -2.336 -3.292  -0.405
C -2.092 -2.093 -4.592  -0.115
C -3.335 -2.535 -5.032  -0.088
C -4.159 -3.232 -4.160  -0.091
C -3.721 -3.506 -2.869  -0.135
C -2.472 -3.076 -2.422  -0.444
As -1.897 -3.456 -0.573  1.151
C -3.214 -4.812 -0.124  -0.352
C -0.481 -4.743 -1.022  -0.309
H 0.955 -2.261 -4.917  0.023
H 1.256 -3.527 -3.704  0.015
H 2.265 -2.065 -3.722  0.017
H -0.328 0.053 -4.611  0.016
H 1.053 0.519 -3.598  0.004
H -0.597 0.870 -3.058  0.017
H -1.462 -1.546 -5.281  0.084
H -3.657 -2.329 -6.047  0.101
H -5.135 -3.575 -4.484  0.101
H -4.370 -4.065 -2.207  0.079
H -3.316 -5.557 -0.913  0.028
H -4.181 -4.359 0.088  0.014
H -2.858 -5.296 0.786  0.020
H -0.735 -5.278 -1.936  0.032
H -0.389 -5.445 -0.194  0.023
H 0.469 -4.226 -1.138  -0.019
O -1.851 -0.036 -0.973  -0.762
S -3.154 0.230 -0.193  0.976
C -3.575 1.958 -0.519  -0.309
C -4.424 1.985 -1.782  -0.217
C -5.369 0.794 -1.638  -0.222
C -4.463 -0.384 -1.293  -0.304
H -2.625 2.490 -0.574  0.086
H -4.122 2.310 0.360  0.090
H -3.784 1.852 -2.659  0.121
H -4.946 2.934 -1.891  0.117
H -5.946 0.592 -2.539  0.116
H -6.077 0.981 -0.827  0.115
H -3.900 -0.743 -2.160  0.082
H -4.963 -1.227 -0.821  0.090



Here is a molecular structure, C62H61AsN4O4PRbS3 in a non-equilibrium geometry from the OMol25 dataset. Energies are from ωB97M-V/def2-TZVPD.

The HOMO-LUMO gap is 0.195 Ha. The value obtained for the lowest unoccupied orbital energy is 3.33 eV. As for the highest occupied orbital energy: -1.99 eV. The charge is -2. As for the largest force on an atom: 2.42 eV/Å. The calculation puts the total energy at -6715.04502 Ha. Its relative energy (zero: lowest compared OMol25 entry of this formula, charge and spin) is 57.0 kcal per mole.

Last column: Löwdin charge in e.
Geometry (Å):
Rb -1.156 0.142 0.802  0.828
C -1.749 0.867 5.842  -0.024
C -3.087 0.627 5.210  -0.230
C -4.206 1.348 5.591  -0.075
C -5.428 1.143 4.974  -0.101
C -5.521 0.235 3.934  -0.053
C -4.426 -0.513 3.523  -0.201
C -4.530 -1.453 2.371  -0.014
C -3.203 -0.327 4.189  -0.235
N -2.082 -1.018 3.781  0.165
C -1.732 -2.164 4.210  -0.255
C -2.483 -2.917 5.288  -0.003
C -0.537 -2.791 3.645  -0.259
C -0.070 -4.105 4.238  -0.011
N 0.068 -2.202 2.694  0.163
C 1.186 -2.672 2.038  -0.219
C 2.434 -2.120 2.366  -0.205
C 2.530 -1.138 3.491  -0.025
C 3.554 -2.492 1.641  -0.051
C 3.459 -3.431 0.631  -0.085
C 2.231 -3.995 0.338  -0.069
C 1.079 -3.635 1.022  -0.202
C -0.244 -4.224 0.644  -0.018
H -1.807 1.667 6.577  0.075
H -1.029 1.152 5.074  0.085
H -1.371 -0.033 6.331  0.075
H -4.118 2.081 6.382  0.103
H -6.299 1.698 5.298  0.092
H -6.464 0.099 3.422  0.108
H -5.543 -1.837 2.273  0.084
H -3.830 -2.281 2.459  0.078
H -4.274 -0.927 1.441  0.063
H -3.370 -2.353 5.573  0.084
H -1.847 -3.059 6.164  0.084
H -2.789 -3.900 4.928  0.084
H -0.834 -4.878 4.134  0.082
H 0.151 -3.987 5.301  0.083
H 0.833 -4.427 3.719  0.085
H 2.040 -0.205 3.213  0.076
H 3.571 -0.932 3.728  0.074
H 2.028 -1.510 4.385  0.074
H 4.511 -2.047 1.875  0.107
H 4.338 -3.724 0.076  0.096
H 2.159 -4.739 -0.442  0.099
H -0.105 -5.095 0.004  0.078
H -0.827 -3.478 0.092  0.065
H -0.823 -4.523 1.518  0.069
O -3.853 -1.695 -2.041  -0.339
S -2.876 -0.912 -1.302  0.201
O -2.153 0.041 -2.284  -0.539
O -3.504 -0.068 -0.273  -0.527
O -1.832 -1.750 -0.664  -0.599
S -1.719 6.721 4.498  0.950
C -1.522 5.243 3.493  -0.514
C -0.477 5.127 2.605  -0.139
C -0.374 3.943 1.876  -0.245
N -1.266 2.963 1.938  0.013
C -2.272 3.100 2.792  -0.148
C -2.450 4.208 3.601  -0.084
C -0.219 6.542 5.455  -0.522
C 1.008 6.965 4.967  -0.086
C 2.121 6.795 5.774  -0.148
N 2.074 6.281 6.991  0.057
C 0.898 5.876 7.442  -0.159
C -0.278 5.978 6.720  -0.085
H 0.266 5.902 2.497  0.092
H 0.410 3.824 1.144  0.086
H -2.986 2.286 2.818  0.105
H -3.281 4.276 4.288  0.092
H 1.094 7.416 3.992  0.099
H 3.102 7.095 5.429  0.105
H 0.903 5.450 8.438  0.098
H -1.217 5.630 7.121  0.097
C -0.078 0.733 -3.839  -0.348
C 0.710 0.085 -4.963  -0.457
As 0.284 0.737 -6.779  1.284
C -1.561 0.100 -6.873  -0.422
C -2.586 1.019 -7.060  -0.135
C -3.909 0.614 -7.087  -0.100
C -4.222 -0.726 -6.927  -0.089
C -3.208 -1.651 -6.747  -0.085
C -1.888 -1.240 -6.721  -0.120
C 1.043 -0.775 -7.798  -0.411
C 0.538 -1.017 -9.075  -0.140
C 1.036 -2.032 -9.869  -0.107
C 2.068 -2.830 -9.400  -0.115
C 2.581 -2.607 -8.134  -0.097
C 2.078 -1.585 -7.346  -0.103
P -0.126 -0.263 -2.227  0.976
C -0.386 -1.950 -2.882  -0.339
C 0.429 -2.996 -2.458  -0.116
C 0.223 -4.287 -2.907  -0.102
C -0.836 -4.571 -3.754  -0.104
C -1.682 -3.548 -4.141  -0.084
C -1.448 -2.251 -3.727  -0.113
C 1.831 -0.354 -2.233  -0.326
C 2.395 0.543 -1.333  -0.116
C 3.762 0.711 -1.212  -0.087
C 4.612 -0.034 -2.011  -0.116
C 4.077 -0.947 -2.903  -0.111
C 2.708 -1.114 -3.002  -0.143
H -1.126 0.874 -4.111  0.057
H 0.342 1.713 -3.591  0.079
H 0.512 -0.990 -4.972  0.051
H 1.783 0.241 -4.807  0.054
H -2.334 2.069 -7.175  0.085
H -4.700 1.342 -7.222  0.095
H -5.254 -1.048 -6.938  0.097
H -3.453 -2.695 -6.606  0.095
H -1.105 -1.971 -6.563  0.104
H -0.275 -0.394 -9.437  0.096
H 0.623 -2.202 -10.856  0.094
H 2.465 -3.623 -10.021  0.091
H 3.381 -3.235 -7.762  0.098
H 2.496 -1.426 -6.361  0.089
H 1.225 -2.794 -1.754  0.088
H 0.878 -5.091 -2.582  0.089
H -1.012 -5.584 -4.094  0.086
H -2.545 -3.764 -4.756  0.090
H -2.119 -1.465 -4.028  0.096
H 1.730 1.141 -0.710  0.082
H 4.158 1.427 -0.506  0.088
H 5.684 0.088 -1.948  0.087
H 4.733 -1.536 -3.532  0.088
H 2.316 -1.851 -3.692  0.089
S 1.772 3.192 3.562  0.549
C 3.245 3.259 2.672  -0.758
C 4.349 2.494 3.075  -0.163
C 5.549 2.556 2.402  -0.132
C 5.695 3.392 1.303  -0.154
C 4.607 4.143 0.881  -0.136
C 3.404 4.086 1.552  -0.146
H 4.233 1.848 3.933  0.076
H 6.386 1.947 2.731  0.088
H 6.645 3.459 0.782  0.080
H 4.711 4.783 0.011  0.090
H 2.568 4.689 1.224  0.079